Computed, not measured: a structure of composition C4H12NSe at a distorted geometry, with ωB97M-V with the def2-TZVPD basis set.

Geometry as ORCA input:
```
! RIJCOSX wB97M-V def2-TZVPD def2/J DEFGRID3
* xyz 1 1
C -0.778 1.331 1.352
C -0.851 1.121 -1.159
C 3.200 -0.021 0.912
C 0.493 -0.469 0.196
N -0.745 0.449 0.184
Se 2.117 0.283 -0.432
H -0.137 2.232 1.268
H -1.619 1.910 1.518
H -0.483 0.833 2.267
H -0.112 1.782 -1.394
H -0.784 0.324 -1.932
H -1.761 1.714 -1.380
H 4.243 -0.165 0.762
H -0.386 -2.984 -1.844
H 2.752 -0.265 1.943
H 0.560 -0.863 1.216
H -0.220 -2.929 -1.065
H -1.542 -0.218 0.087
*
```

Computed properties:
HOMO-LUMO gap (alpha / beta): 7.23 / 8.07 eV
Highest occupied orbital energy (alpha / beta): -12.4 / -12.8 eV
Lowest unoccupied orbital energy (alpha / beta): -5.132 / -4.708 eV
Relative energy (zero: lowest compared OMol25 entry of this formula, charge and spin): 330.3 kJ/mol